Here is 7 unconnected molecules or ions with the total composition C17H45N6O9 in a non-equilibrium geometry from OMol25. Energies are from ωB97M-V/def2-TZVPD.

Cartesian coordinates (Å):
C 1.446 31.368 14.291
C 0.508 31.417 13.085
O 1.177 30.997 11.897
H 1.634 30.333 14.590
H 1.028 31.913 15.144
H 2.337 31.910 13.970
H 0.170 32.452 12.947
H -0.356 30.748 13.195
C -4.007 32.196 15.972
C -3.300 31.073 15.365
O -3.358 30.735 14.223
N -2.283 30.344 16.226
H -1.522 31.041 16.352
H -2.663 30.282 17.179
C -1.873 29.027 15.643
H -4.439 31.886 16.928
H -4.902 32.514 15.438
H -3.345 33.056 16.083
H -1.532 29.305 14.643
H -2.768 28.420 15.618
H -0.912 28.680 16.014
C -2.413 30.320 10.609
C -1.776 29.218 9.788
O -2.354 28.284 9.370
N -0.226 29.283 9.626
H -0.049 30.015 8.944
H 0.084 29.507 10.588
C 0.301 27.934 9.158
H -1.631 31.065 10.787
H -2.578 29.937 11.620
H -3.339 30.671 10.167
H -0.303 27.199 9.677
H 1.382 28.010 9.226
H 0.087 27.864 8.092
C 3.551 26.806 10.751
C 3.564 28.308 10.912
O 3.986 29.138 10.194
N 3.078 28.790 12.287
H 2.391 29.564 12.107
H 2.488 28.041 12.651
C 4.235 29.190 13.145
H 2.607 26.326 11.017
H 4.327 26.439 11.424
H 3.724 26.621 9.693
H 3.704 29.414 14.075
H 4.637 30.160 12.869
H 4.996 28.439 13.326
C 3.338 33.353 10.930
C 2.381 33.475 9.744
O 2.721 34.006 8.746
N 0.934 32.987 9.824
H 0.704 32.433 9.004
H 0.960 32.298 10.619
C -0.026 34.072 10.211
H 2.846 33.054 11.854
H 3.655 34.389 11.018
H 4.015 32.558 10.628
H -0.177 34.040 11.287
H -1.021 33.988 9.775
H 0.293 35.068 9.911
C 2.299 30.546 18.100
C 3.721 30.972 17.988
O 4.060 31.997 17.527
N 4.767 30.009 18.579
H 4.475 29.764 19.525
H 4.883 29.232 17.928
C 6.169 30.620 18.551
H 2.072 29.621 18.629
H 1.857 30.520 17.101
H 1.663 31.316 18.551
H 6.011 31.559 19.082
H 6.556 30.833 17.561
H 6.886 30.070 19.156
N -1.362 32.980 18.125
O -0.688 32.294 17.291
O -0.893 33.985 18.659
O -2.485 32.536 18.472

Forces on the atoms, in the same order (eV/Å):
-0.733 0.498 -0.265
0.553 -0.603 -0.810
0.051 -0.614 -0.696
0.280 0.009 -0.048
-0.026 -0.105 0.045
0.318 -0.305 0.279
-0.259 -0.038 0.250
-0.257 0.368 0.498
-1.262 0.215 1.028
0.070 0.056 -1.411
0.105 -0.296 -0.019
-0.706 -0.379 0.317
0.654 0.623 0.748
0.135 0.062 0.070
0.632 1.780 -1.002
0.641 0.333 0.319
0.388 -0.243 -0.754
0.047 -0.155 0.377
-0.741 -0.264 -0.326
0.455 -0.654 0.089
-0.638 -0.425 1.172
1.909 -0.108 0.158
-1.798 0.025 0.645
0.595 -0.225 -0.438
-1.182 -1.236 0.249
0.413 0.195 0.278
0.759 0.894 -0.280
-0.394 1.478 -0.782
-0.484 0.561 -0.227
-0.372 -0.266 -0.135
0.055 0.071 -0.044
0.684 -0.380 0.169
-0.021 -0.610 0.498
-0.197 -0.124 0.055
-0.294 0.869 -0.309
-0.051 -0.678 0.570
-0.028 0.339 -0.475
0.225 -0.886 -1.407
-0.172 1.273 0.177
0.481 -0.054 0.637
-1.463 0.905 1.598
-0.051 0.193 0.222
0.137 -0.326 -0.295
0.471 -0.327 0.158
0.535 -0.140 0.320
0.079 -0.262 -0.712
-0.160 -0.257 -0.498
-2.156 -0.165 -0.201
1.013 0.776 -0.250
-0.518 -0.250 -0.361
0.300 -0.502 1.443
-0.044 0.701 -0.465
-0.083 -0.624 0.385
-0.833 0.701 0.073
-0.092 -0.088 -0.068
1.004 -0.319 0.061
0.654 0.497 0.132
0.301 0.019 0.011
0.213 -0.621 -0.284
0.523 -0.204 -0.058
-0.891 -0.386 0.027
-1.465 0.530 0.288
0.932 -0.047 -0.223
1.722 0.652 -1.344
0.147 -0.537 -0.061
-0.809 -0.672 0.598
-0.412 1.312 1.645
0.375 -0.118 -0.079
0.263 -0.206 -0.114
0.463 0.304 0.200
0.413 0.193 -0.265
-0.450 -0.289 -0.186
-0.303 -0.546 -0.194
-0.789 0.501 2.356
0.746 -0.421 -1.219
-0.067 -0.915 -1.121
0.459 -0.065 -0.720

The net charge is +3. The energy above the lowest of the compared OMol25 structures with the same formula, charge and spin comes out at 0.0 kJ/mol. The molar mass is 477.58 Da. For the highest occupied orbital energy, the calculation gives -14.55 eV.


Here is a molecular structure, C32H54AsF6N2O8S2 in a non-equilibrium geometry from OMol25. Energies are from ωB97M-V/def2-TZVPD.

Cartesian coordinates (Å):
As 0.912 1.125 -0.706
F 2.431 1.966 -0.788
F 0.935 1.335 1.048
F -0.632 0.289 -0.730
F 0.930 1.015 -2.451
F 1.875 -0.371 -0.615
F 0.121 2.688 -0.837
C 1.181 -3.553 -0.914
C 1.275 -4.735 -1.599
C 0.600 -5.879 -1.110
C -0.170 -5.806 0.026
C -0.296 -4.583 0.677
C 0.230 -3.423 0.121
N -0.715 -7.031 0.615
O -1.607 -6.956 1.422
O -0.178 -8.066 0.278
H 1.764 -2.719 -1.286
H 1.893 -4.883 -2.471
H 0.845 -6.769 -1.672
H -0.819 -4.522 1.623
H 0.182 -2.500 0.682
C 1.880 2.468 5.117
C 0.938 2.739 4.120
C 0.278 3.935 4.003
C 0.634 4.933 4.912
C 1.516 4.682 5.951
C 2.205 3.453 6.029
N -0.155 6.165 4.970
O 0.213 7.068 5.719
O -1.133 6.253 4.257
H 2.388 1.514 5.152
H 0.606 1.921 3.493
H -0.472 4.095 3.244
H 1.770 5.504 6.606
H 3.013 3.353 6.738
C -8.244 0.808 -5.077
C -7.155 0.501 -4.014
C -6.350 1.778 -3.712
C -5.295 1.538 -2.632
C -4.326 2.664 -2.234
C -3.299 2.280 -1.188
H -9.135 1.312 -4.706
H -8.580 -0.152 -5.475
H -7.784 1.370 -5.891
H -7.678 0.119 -3.134
H -6.546 -0.304 -4.423
H -7.032 2.540 -3.338
H -5.907 2.006 -4.683
H -5.840 1.284 -1.712
H -4.620 0.675 -2.717
H -3.910 3.115 -3.147
H -4.955 3.532 -1.981
H -2.501 2.951 -0.878
H -3.834 1.999 -0.275
H -2.782 1.370 -1.505
C 3.061 -1.274 5.636
C 2.316 -2.480 5.012
C 0.853 -2.296 4.589
C 0.743 -1.142 3.566
C -0.680 -0.955 3.092
C -1.668 -0.316 4.039
H 3.758 -1.607 6.407
H 2.384 -0.604 6.170
H 3.625 -0.824 4.822
H 2.973 -2.798 4.199
H 2.353 -3.292 5.748
H 0.237 -2.275 5.493
H 0.510 -3.248 4.170
H 1.112 -0.197 3.965
H 1.354 -1.420 2.705
H -0.799 -0.548 2.081
H -1.081 -1.951 2.832
H -1.863 -0.878 4.955
H -1.416 0.693 4.382
H -2.615 -0.195 3.506
C 6.080 -0.777 0.350
C 5.250 -1.151 -0.848
C 4.802 0.189 -1.485
S 6.231 1.337 -1.403
O 5.831 2.625 -0.845
O 7.155 1.304 -2.532
C 6.968 0.423 0.017
H 6.703 -1.628 0.628
H 5.434 -0.429 1.158
H 4.351 -1.753 -0.721
H 5.768 -1.671 -1.663
H 4.083 0.605 -0.776
H 4.281 0.240 -2.438
H 7.156 1.168 0.785
H 7.957 0.120 -0.338
C -0.034 -0.992 -4.728
C -1.401 -0.610 -4.111
C -1.758 0.845 -4.423
S -0.753 1.299 -5.853
O 0.297 2.225 -5.492
O -1.565 1.612 -7.032
C -0.003 -0.347 -6.129
H 0.147 -2.069 -4.767
H 0.844 -0.684 -4.161
H -1.287 -0.800 -3.043
H -2.266 -1.200 -4.415
H -1.561 1.558 -3.625
H -2.745 1.033 -4.847
H 0.889 -0.113 -6.708
H -0.674 -0.847 -6.830

Forces on the atoms, in the same order (eV/Å):
0.581 1.438 -0.421
0.004 -0.039 0.145
-0.301 -0.748 -0.722
0.729 -0.018 0.514
-0.089 -0.305 0.252
-0.950 0.208 0.271
-0.172 -0.734 0.131
-0.995 0.850 -0.538
-0.605 -1.488 0.783
1.061 0.441 -1.169
0.532 0.652 -0.075
-0.890 0.345 -0.017
1.875 -0.731 0.562
0.756 -0.034 -0.184
-0.558 0.305 0.374
-0.052 -0.410 -0.184
-0.231 0.285 0.315
0.154 0.259 0.030
-0.607 -0.396 0.392
-0.213 -0.089 -0.121
-0.233 0.148 -0.173
0.092 0.395 -0.174
-0.334 -1.330 0.071
0.314 0.720 0.319
-0.538 -0.928 0.752
0.985 0.034 -0.339
-0.557 1.113 -0.417
0.164 1.217 0.011
-0.053 -0.737 -0.291
0.022 -0.233 -0.026
-0.111 -0.061 -0.072
0.297 0.118 -0.308
0.008 0.049 0.019
-0.135 -0.099 0.157
-0.148 -0.209 0.194
0.537 -0.862 0.080
-1.243 0.754 -0.258
0.732 -1.554 0.203
0.772 -0.251 1.496
-0.943 1.795 -1.332
-0.333 -0.963 0.340
0.197 0.275 0.164
-0.130 0.110 -0.194
-0.240 0.098 -0.090
0.290 -0.051 0.194
0.341 0.098 0.192
0.020 0.310 -0.382
0.108 0.742 0.150
-0.125 0.012 -0.004
-0.466 -0.278 -0.910
0.621 -0.606 -0.054
0.103 -0.135 0.802
-0.250 0.505 -0.457
0.040 -0.014 0.062
0.011 -0.005 -0.026
-0.495 -0.572 -0.013
0.466 -0.432 0.971
1.036 0.023 -0.121
-0.736 -0.570 0.308
-0.898 -0.994 -1.014
-0.530 0.557 0.216
0.187 -0.128 -0.202
-0.003 0.287 -0.386
-0.066 0.704 0.339
-0.430 -0.219 -0.297
-0.066 -0.085 -0.108
-0.053 0.918 -0.007
0.128 0.129 -0.547
0.220 -0.091 0.101
0.206 0.140 0.046
0.607 0.859 0.302
0.064 -0.206 0.523
0.093 -0.238 -0.138
0.364 -0.020 -0.216
-0.085 -0.111 0.174
0.326 0.327 0.460
-0.511 0.807 -2.830
-0.256 0.599 0.746
0.170 0.065 1.602
0.068 -0.756 -0.942
-1.022 -0.276 0.529
0.881 0.018 -1.270
-0.142 0.096 0.487
-0.115 -0.557 0.138
0.021 0.096 0.728
0.643 -0.208 0.504
0.190 0.471 -0.098
0.373 -0.402 -0.212
-0.429 -0.120 0.224
-0.090 -0.144 -0.088
0.606 -0.179 -1.197
0.179 -0.127 0.832
0.259 0.590 -0.565
0.804 -0.089 -1.293
-0.416 -0.236 0.076
0.188 -0.180 1.119
-0.981 0.509 0.068
-0.589 -0.112 -0.265
-0.438 0.715 0.353
-0.258 0.423 0.120
0.439 -0.484 -0.427
0.202 -0.047 -0.014
-0.259 -0.390 0.472
0.470 -0.258 0.609
-0.167 -0.070 0.164

The net charge is -1. The molar mass is 847.83 Da. For the highest occupied orbital energy, the calculation gives -7.98 eV.


Calculated values (eV) of E for the records, taken in order: -45694.0921; -152233.5191.
Calculated values (eV) of HOMO-LUMO gap for the records, taken in order: 6.666; 9.161.